Here is 3 unconnected molecules or ions with the total composition C5H12O2 from OMol25. Energies are from ωB97M-V/def2-TZVPD.

```
19
Properties=species:S:1:pos:R:3:mulliken_charge:R:1
C -1.158 1.509 0.354 -0.611
C -0.793 0.095 0.355 -0.667
C -1.132 -0.603 -0.884 0.810
C -1.267 0.090 -2.046 -0.708
C -1.026 -2.112 -0.853 -1.139
H -1.795 2.101 -0.246 0.413
H -0.564 2.012 1.253 0.179
H -0.719 -0.476 1.324 0.456
H -1.122 -0.450 -3.007 0.283
H -1.420 1.215 -1.936 0.111
H -0.128 -2.394 -1.466 0.266
H -2.027 -2.656 -1.243 0.273
H -0.934 -2.496 0.190 0.340
O 1.874 0.543 2.642 -0.666
H 1.237 0.429 1.964 0.365
H 2.684 0.728 2.123 0.301
O 2.264 0.306 -0.088 -0.615
H 2.481 1.129 -0.339 0.309
H 1.457 0.203 -0.602 0.300
```

Summary:
Kohn-Sham gap: 8.253 eV
SMILES string: C=CC(=C)C.O.O
molar mass: 104.1 g mol⁻¹
energy above the lowest of the compared OMol25 structures with the same formula, charge and spin: 389.8 kJ/mol
charge: 0

***

Here is C5H12O2 in the gas phase from OMol25. Energies are from ωB97M-V/def2-TZVPD.

```
19
Properties=species:S:1:pos:R:3:mulliken_charge:R:1
C 2.069 0.962 0.923 -1.093
C 0.985 -0.041 1.331 -0.659
C 0.219 -0.685 0.167 0.104
O -0.669 -1.689 0.586 -0.666
C -0.809 0.236 -0.544 0.358
C -1.044 -0.221 -1.977 -1.399
O -2.105 0.194 0.381 -0.687
H 2.868 0.488 0.338 0.305
H 1.661 1.779 0.315 0.298
H 2.537 1.416 1.805 0.350
H 1.432 -0.852 1.922 0.307
H 0.241 0.439 1.975 0.218
H 0.985 -1.093 -0.538 0.382
H -1.490 -1.094 0.820 0.459
H -0.639 1.298 -0.443 0.332
H -0.924 -1.307 -2.086 0.317
H -2.049 0.070 -2.281 0.404
H -0.344 0.261 -2.675 0.338
H -2.924 -0.160 -0.019 0.331
```

Summary:
Kohn-Sham gap: 10.427 eV
SMILES string: CC[C@@H](O)[C@@H](C)O
molar mass: 104.1 g mol⁻¹
energy above the lowest of the compared OMol25 structures with the same formula, charge and spin: 150.2 kJ/mol
charge: 0

***

Here is a molecular structure, C5H12O2 from OMol25. Energies are from ωB97M-V/def2-TZVPD.

```
19
Properties=species:S:1:pos:R:3:mulliken_charge:R:1
C -0.555 -0.183 2.209 -1.341
C -0.669 0.073 0.736 -0.334
C 0.409 0.858 0.054 0.521
O 1.667 0.414 0.499 -0.517
C 0.240 0.829 -1.461 -0.674
C 0.006 -0.636 -1.849 -0.557
O -1.047 -1.097 -1.064 -0.662
H -1.282 -0.927 2.540 0.384
H 0.450 -0.495 2.489 0.345
H -0.799 0.767 2.715 0.393
H -1.663 0.378 0.425 0.353
H 0.001 -1.845 0.660 0.266
H 0.214 1.890 0.417 0.203
H 2.341 0.923 0.032 0.350
H 1.111 1.271 -1.962 0.378
H -0.640 1.426 -1.731 0.317
H 0.932 -1.200 -1.643 0.319
H -0.216 -0.725 -2.922 0.382
H -0.502 -1.720 -0.143 -0.126
```

Summary:
Kohn-Sham gap: 7.963 eV
molar mass: 104.1 g mol⁻¹
energy above the lowest of the compared OMol25 structures with the same formula, charge and spin: 540.2 kJ/mol
charge: 0

***

Here is C5H12O2 in the gas phase from OMol25. Energies are from ωB97M-V/def2-TZVPD.

```
19
Properties=species:S:1:pos:R:3:mulliken_charge:R:1
C 2.551 0.244 -0.993 -0.777
O 1.415 0.582 -0.240 -0.325
C 0.582 -0.507 0.121 -0.734
C -0.877 -0.106 -0.069 0.773
C -1.783 -1.312 0.163 -1.564
C -1.267 1.061 0.844 -0.688
O -0.616 2.272 0.544 -0.556
H 2.285 -0.427 -1.822 0.324
H 2.952 1.172 -1.403 0.255
H 3.322 -0.243 -0.381 0.284
H 0.811 -1.382 -0.507 0.401
H 0.775 -0.792 1.168 0.262
H -0.979 0.237 -1.107 0.164
H -2.825 -1.069 -0.072 0.392
H -1.743 -1.643 1.208 0.341
H -1.485 -2.157 -0.468 0.405
H -2.342 1.254 0.743 0.321
H -1.091 0.757 1.894 0.293
H 0.315 2.058 0.377 0.431
```

Summary:
Kohn-Sham gap: 10.808 eV
SMILES string: COC[C@@H](C)CO
molar mass: 104.1 g mol⁻¹
energy above the lowest of the compared OMol25 structures with the same formula, charge and spin: 116.4 kJ/mol
charge: 0

***

Here is C5H12O2 in the gas phase from OMol25. Energies are from ωB97M-V/def2-TZVPD.

```
19
Properties=species:S:1:pos:R:3:mulliken_charge:R:1
C 2.308 0.207 1.361 -1.198
C 0.870 0.617 1.062 -0.442
C 0.325 -0.075 -0.188 -0.191
O 0.406 -1.483 -0.080 -0.595
C -1.133 0.310 -0.480 0.327
C -1.561 -0.129 -1.872 -1.448
O -1.907 -0.340 0.532 -0.560
H 2.380 -0.882 1.441 0.282
H 2.982 0.525 0.556 0.307
H 2.667 0.650 2.295 0.379
H 0.217 0.371 1.910 0.285
H 0.804 1.705 0.920 0.276
H 0.943 0.204 -1.053 0.440
H -0.326 -1.713 0.514 0.431
H -1.249 1.399 -0.377 0.242
H -1.338 -1.192 -2.008 0.356
H -2.634 0.042 -2.029 0.417
H -1.023 0.436 -2.639 0.373
H -2.729 -0.654 0.136 0.321
```

Summary:
Kohn-Sham gap: 10.887 eV
SMILES string: CC[C@@H](O)[C@@H](C)O
molar mass: 104.1 g mol⁻¹
energy above the lowest of the compared OMol25 structures with the same formula, charge and spin: 51.9 kJ/mol
charge: 0

***

Here is C5H12O2 in the gas phase from OMol25. Energies are from ωB97M-V/def2-TZVPD.

```
19
Properties=species:S:1:pos:R:3:mulliken_charge:R:1
C -1.702 -0.914 1.143 -0.698
O -0.537 -0.062 1.101 -0.543
C -0.149 0.652 -0.220 0.510
C -0.121 2.161 0.034 -1.338
C 1.159 0.171 -0.843 -0.789
C 1.239 -1.347 -0.814 -0.458
O 1.304 -1.720 0.542 -0.616
H -2.607 -0.338 1.367 0.293
H -1.620 -1.680 1.937 0.270
H -1.839 -1.460 0.204 0.306
H -0.930 0.363 -0.930 0.292
H 0.896 2.573 0.107 0.329
H -0.607 2.271 0.997 0.364
H -0.661 2.758 -0.712 0.303
H 2.072 0.598 -0.399 0.374
H 1.035 0.635 -1.836 0.338
H 0.350 -1.763 -1.328 0.229
H 2.115 -1.734 -1.357 0.328
H 0.604 -1.165 1.008 0.509
```

Summary:
Kohn-Sham gap: 10.669 eV
SMILES string: CO[C@@H](C)CCO
molar mass: 104.1 g mol⁻¹
energy above the lowest of the compared OMol25 structures with the same formula, charge and spin: 177.3 kJ/mol
charge: 0